i | DFT (ωB97M-V/def2-TZVPD) results for one molecule with the formula C2H4ClOP.

Output
Kohn-Sham gap = 9.2 eV
spin multiplicity = 1
HOMO energy = -9.33 eV

Positions of all 9 atoms, in Å:
C  0.9019  -0.0778  -0.1614
C  -1.5399  0.1727  0.0576
O  -0.3984  1.0025  -0.1371
P  2.3509  0.6965  0.0172
Cl  3.6532  -0.8498  0.0687
H  0.6561  -0.9847  -0.5139
H  -1.2162  -0.6690  0.6964
H  -2.0819  -0.0110  -0.8271
H  -2.3255  0.7205  0.7995


ii | DFT (ωB97M-V/def2-TZVPD) results for C2H4ClOP as an isolated structure.

Output
Kohn-Sham gap = 9.3 eV
spin multiplicity = 1
HOMO energy = -8.90 eV

Positions of all 9 atoms, in Å:
C  -1.6794  -0.3410  -0.0528
C  -0.2065  -0.4213  -0.1153
O  -1.6449  1.1352  0.0715
P  -0.0039  1.1704  0.3268
Cl  3.8179  -0.1834  0.2406
H  -2.3506  -0.4989  -0.8978
H  -2.0130  -0.8286  0.8416
H  0.4724  -1.2089  -0.3976
H  3.6080  1.1765  -0.0168


What should be chosen as the least stable of them? Choose i.


i | DFT (ωB97M-V/def2-TZVPD) results for a 2-piece molecular cluster, CH7NS2 overall.

Output
Kohn-Sham gap = 9.0 eV
spin multiplicity = 1
HOMO energy = -8.56 eV

Positions of all 11 atoms, in Å:
S  -4.5566  1.6381  -1.3998
S  -6.2605  1.8383  -0.3393
H  -3.9258  2.6152  -0.7524
H  -6.4939  0.5912  -0.0853
C  2.5979  -1.3534  0.7138
N  3.5925  -0.5131  -0.0729
H  3.3555  -1.7970  1.3818
H  1.9448  -0.7257  1.3182
H  2.0371  -2.1634  0.1703
H  4.3320  -0.6249  -0.7424
H  3.3771  0.4947  -0.1920


ii | DFT (ωB97M-V/def2-TZVPD) results for a 2-piece molecular cluster, CH7NS2 overall.

Output
Kohn-Sham gap = 9.1 eV
spin multiplicity = 1
HOMO energy = -8.46 eV

Positions of all 11 atoms, in Å:
N  -1.5553  -0.3479  2.3562
H  -1.3372  0.0535  3.2597
H  -2.2030  -1.1157  2.4993
H  -0.7031  -0.7162  1.9435
C  -0.0039  -1.3687  -1.5381
S  -0.2484  0.3974  -1.1475
S  1.1613  0.8247  0.2611
H  -1.0165  -1.7006  -1.7715
H  0.5634  -1.9205  -0.7862
H  0.5762  -1.4184  -2.4562
H  0.3546  1.3324  1.1967


What should be chosen as the least stable of them? Choose i.


i | DFT (ωB97M-V/def2-TZVPD) results for a 2-piece molecular cluster, H2N2O2S overall.

Output
Kohn-Sham gap (alpha / beta) = 6.0 / 6.0 eV
spin multiplicity = 1
HOMO energy (alpha / beta) = -9.80 / -9.80 eV

Positions of all 7 atoms, in Å:
N  -1.3171  0.1104  1.5147
N  0.9791  -0.0029  -1.2565
O  1.3245  0.5543  -0.2530
O  1.5155  -0.1979  -2.2672
S  -0.7010  -0.7677  -1.3650
H  -1.0847  -0.6208  2.1482
H  -0.7164  0.9246  1.4789


ii | DFT (ωB97M-V/def2-TZVPD) results for one molecule with the formula H2N2O2S.

Output
Kohn-Sham gap = 9.9 eV
spin multiplicity = 1
HOMO energy = -9.99 eV

Positions of all 7 atoms, in Å:
N  0.3840  -0.5483  0.0263
N  -0.6027  -0.1438  0.6482
O  1.4512  0.1272  -2.0484
O  -1.4492  -1.1226  1.1285
S  1.5555  0.4700  -0.6891
H  0.9132  1.8746  -0.3620
H  -2.2521  -0.6570  1.2965


What should be chosen as the least stable of them? Choose i.


i | DFT (ωB97M-V/def2-TZVPD) results for a 2-piece molecular cluster, C4H9N3 overall.

Output
Kohn-Sham gap (alpha / beta) = 7.9 / 7.5 eV
spin multiplicity = 1
HOMO energy (alpha / beta) = -7.92 / -7.60 eV

Positions of all 16 atoms, in Å:
C  -1.4492  0.3130  0.8837
C  -0.8193  -0.1344  -0.4230
C  -1.6105  -0.8267  -1.3377
H  -0.2570  0.7297  -0.8608
H  -1.5203  -0.5250  1.5796
H  -0.8506  1.0966  1.3477
H  -2.4516  0.7104  0.7158
H  -2.6730  -0.9587  -1.1806
H  -1.1558  -1.3304  -2.1803
C  2.1698  1.2370  0.8745
N  0.7755  -0.7801  -0.1065
N  1.8522  0.8289  -0.2694
N  1.1526  -1.6385  -0.9034
H  2.1807  -1.6277  -0.9359
H  2.8809  2.0738  0.9771
H  1.7756  0.8320  1.8192


ii | DFT (ωB97M-V/def2-TZVPD) results for C4H9N3 as an isolated structure.

Output
Kohn-Sham gap = 8.4 eV
spin multiplicity = 1
HOMO energy = -7.33 eV

Positions of all 16 atoms, in Å:
C  -1.1879  -1.9037  -0.4657
C  1.2850  0.4276  -1.2234
C  0.0118  0.1687  -0.5384
N  0.8320  1.5593  1.6020
C  -0.9772  0.6824  0.3896
N  -0.0239  0.4328  1.3633
N  -1.1460  -0.4810  -0.7722
H  0.3583  2.2619  2.1732
H  1.6053  1.2191  2.1669
H  -2.0125  0.9168  0.6168
H  -0.5249  -2.4611  -1.1353
H  -2.2034  -2.2787  -0.5957
H  -0.8684  -2.0841  0.5684
H  1.2257  1.3219  -1.8529
H  1.5852  -0.4270  -1.8369
H  2.0410  0.6450  -0.4596


What should be chosen as the least stable of them? Choose i.


i | DFT (ωB97M-V/def2-TZVPD) results for a 2-piece molecular cluster, C4H9N3 overall.

Output
Kohn-Sham gap = 8.8 eV
spin multiplicity = 1
HOMO energy = -8.09 eV

Positions of all 16 atoms, in Å:
C  -3.6161  -0.3834  -0.8205
C  -2.6770  0.1736  -0.1210
C  1.6500  -0.0539  0.1713
N  0.9890  1.1666  0.3727
N  1.6828  -0.8590  1.3018
C  2.0773  -0.4508  -1.0285
N  -1.9435  0.7554  0.6452
H  1.1697  1.5998  1.2686
H  1.1124  1.8141  -0.3921
H  -0.9330  0.7915  0.5216
H  1.7609  -0.3805  2.1861
H  2.2828  -1.6635  1.2240
H  -3.9187  -1.3970  -0.6362
H  -4.0980  0.1436  -1.6226
H  2.5052  -1.4240  -1.1732
H  1.9564  0.1676  -1.8972


ii | DFT (ωB97M-V/def2-TZVPD) results for C4H9N3 as an isolated structure.

Output
Kohn-Sham gap = 8.6 eV
spin multiplicity = 1
HOMO energy = -7.74 eV

Positions of all 16 atoms, in Å:
C  1.3515  -1.7899  -0.6692
C  -0.6530  0.5376  -0.8371
C  -1.8006  1.4412  0.8132
C  -0.5733  0.5231  1.3894
H  2.3179  -2.2003  -0.0208
H  0.3680  -1.9162  -0.2718
H  1.6406  -2.3528  -1.5639
H  2.6962  0.0739  -1.0025
H  -1.4279  0.9178  -1.5515
H  -1.5897  2.3474  0.2163
H  -2.7661  1.5330  1.5327
H  -1.2322  0.0717  2.5539
H  0.7390  0.7256  1.1026
N  1.6128  -0.4141  -0.7184
N  0.6167  0.5779  -1.2275
N  -1.2999  -0.0761  0.2546


What should be chosen as the least stable of them? Choose ii.


i | DFT (ωB97M-V/def2-TZVPD) results for one molecule with the formula C4H9N3.

Output
Kohn-Sham gap = 8.4 eV
spin multiplicity = 1
HOMO energy = -7.25 eV

Positions of all 16 atoms, in Å:
C  1.2137  -1.3267  0.8422
C  0.4320  -0.2268  0.9230
C  -1.0488  0.7171  -1.7116
C  -1.6405  -0.1867  -0.6664
N  2.3507  -0.6055  1.3273
N  1.5569  0.6080  1.2190
N  -0.8878  0.1122  0.8750
H  1.1549  -2.3520  0.5591
H  0.0318  0.5923  -1.7547
H  -1.4681  0.4675  -2.6869
H  -1.2717  1.7614  -1.5031
H  -2.6861  -0.0051  -0.4531
H  -1.4328  -1.2370  -0.8294
H  3.1785  -0.5739  0.7363
H  1.5422  1.1520  2.0802
H  -1.0248  1.1033  1.0431


ii | DFT (ωB97M-V/def2-TZVPD) results for one molecule with the formula C4H9N3.

Output
Kohn-Sham gap = 8.2 eV
spin multiplicity = 1
HOMO energy = -7.38 eV

Positions of all 16 atoms, in Å:
C  -0.8418  1.1859  1.1719
N  -0.0640  0.3011  0.3401
C  -0.4987  -0.8720  -0.1481
N  -1.5601  -1.5372  0.4104
C  0.9284  0.7499  -0.7680
C  2.2355  0.4536  -0.8089
N  0.0308  -1.0418  -1.3314
H  -1.7118  -1.4288  1.4013
H  -1.7306  -2.4675  0.0638
H  0.2237  -1.9957  -1.6163
H  0.6143  1.7377  -1.0937
H  -0.5256  2.2184  1.0093
H  -0.6830  0.9698  2.2342
H  -1.9093  1.1151  0.9460
H  2.9349  1.1707  -1.2100
H  2.5573  -0.5592  -0.6006


iii | DFT (ωB97M-V/def2-TZVPD) results for a 2-piece molecular cluster, C4H9N3 overall.

Output
Kohn-Sham gap (alpha / beta) = 8.3 / 8.3 eV
spin multiplicity = 1
HOMO energy (alpha / beta) = -8.19 / -8.19 eV

Positions of all 16 atoms, in Å:
C  0.5595  -0.0922  0.9114
C  -1.2128  0.2218  -0.1921
N  0.9149  1.1234  1.5286
N  -1.9312  -0.9895  -0.1149
C  1.2497  -0.4947  -0.1863
C  2.1333  -0.9876  -0.9993
N  -1.7515  1.3644  0.1655
H  0.1799  -0.8529  1.5941
H  1.4620  1.7115  0.9075
H  0.0545  1.6309  1.7501
H  -2.9296  -0.8451  -0.2173
H  -1.5693  -1.7252  -0.7127
H  -1.6794  2.0465  -0.5905
H  -0.5611  0.2247  -1.1526
H  1.9969  -0.9835  -2.0745
H  3.0842  -1.3525  -0.6167


iv | DFT (ωB97M-V/def2-TZVPD) results for one molecule with the formula C4H9N3.

Output
Kohn-Sham gap = 8.9 eV
spin multiplicity = 1
HOMO energy = -8.06 eV

Positions of all 16 atoms, in Å:
C  -0.6912  1.3546  1.3596
N  -0.2577  0.7322  -1.5332
C  0.5990  0.5928  -0.5337
N  1.8658  0.2206  -0.8312
C  -0.6653  -0.9887  0.1001
C  -0.1366  -2.1261  -0.3075
N  0.2398  0.4088  0.7820
H  -1.0972  1.2293  -1.2499
H  2.1139  0.1408  -1.8034
H  2.3861  -0.2825  -0.1301
H  -1.6150  -0.8822  0.5995
H  -0.9276  1.0279  2.3716
H  -1.6513  1.4529  0.8258
H  -0.2439  2.3530  1.3729
H  -0.6224  -3.0526  -0.0356
H  0.7035  -2.1807  -0.9867


What should be chosen as the least stable of them? Choose iii.